Record 1
The molecule C19H29FN2O5S, computed with wB97M-V/def2-TZVPD.

Geometry as XYZ:
```
57
Properties=species:S:1:pos:R:3:forces:R:3:lowdin_charge:R:1
O -1.543873 1.011222 -2.723402 -0.027 0.022 -0.020 0.074
C -2.049735 0.099732 -2.092198 0.006 -0.132 -0.012 -0.438
N -1.347192 -0.809366 -1.385331 -0.016 0.058 0.099 0.092
C 0.097127 -0.739206 -1.257000 0.027 0.033 -0.103 -0.128
C 0.581459 0.551377 -0.600717 -0.002 -0.038 0.062 -0.229
C -0.026745 0.772313 0.811516 -0.005 0.017 0.005 -0.067
C 1.210213 0.791802 1.715988 0.005 -0.003 0.003 -0.234
C 1.985376 2.101281 1.481214 -0.001 -0.001 0.004 -0.095
C 2.594374 1.882220 0.069026 0.002 0.008 -0.005 -0.090
C 2.084321 0.475386 -0.290672 0.001 -0.001 -0.003 -0.228
N 2.062026 -0.189197 1.024201 -0.007 0.007 -0.005 0.022
C 3.101529 -0.808659 1.650015 -0.002 -0.014 0.008 -0.416
O 3.184728 -0.874336 2.863104 0.007 0.009 0.000 0.089
C 4.096268 -1.520588 0.733268 -0.007 -0.009 -0.006 -0.226
C 5.305336 -2.055200 1.537577 0.010 -0.007 0.004 -0.169
C 5.040218 -3.515449 1.874896 -0.001 0.010 0.002 -0.214
S 4.384953 -4.148420 0.347352 0.004 -0.014 -0.014 0.660
O 5.449960 -4.167618 -0.624503 -0.006 -0.003 0.009 -0.308
O 3.563719 -5.312732 0.537174 0.002 0.011 -0.001 -0.313
C 3.378886 -2.698698 0.032391 0.001 0.008 0.012 -0.175
C -3.563251 -0.046973 -2.007931 0.017 0.079 -0.024 -0.202
F -3.882562 -1.359763 -1.633985 0.009 -0.017 0.012 -0.009
C -4.174482 0.905126 -0.988303 -0.019 0.003 -0.015 -0.268
C -3.928636 2.375616 -1.330264 -0.007 0.003 -0.006 -0.125
C -4.642868 3.264798 -0.324290 0.006 -0.006 0.007 -0.206
O -6.031991 2.999211 -0.272351 -0.003 0.008 0.000 -0.130
C -6.287077 1.662056 0.113484 0.002 -0.004 -0.001 -0.208
C -5.680155 0.667995 -0.863202 -0.004 -0.017 0.006 -0.129
H -1.855075 -1.564402 -0.958009 -0.008 0.003 0.000 0.140
H 0.410027 -1.593318 -0.653990 0.000 0.001 0.000 0.124
H 0.556369 -0.834309 -2.245242 -0.010 0.001 -0.004 0.134
H 0.370906 1.381606 -1.271336 0.001 -0.001 0.001 0.134
H -0.597976 1.697693 0.886980 0.001 -0.004 0.001 0.117
H -0.689823 -0.051850 1.080399 0.006 -0.008 -0.002 0.116
H 1.045500 0.531859 2.755790 -0.006 -0.001 -0.002 0.150
H 1.333238 2.972618 1.532095 -0.002 -0.003 0.000 0.112
H 2.764353 2.217063 2.234049 0.002 0.000 -0.002 0.113
H 2.272175 2.625863 -0.659044 0.002 -0.002 -0.002 0.115
H 3.684606 1.897899 0.103063 0.000 0.000 0.002 0.111
H 2.666117 -0.051656 -1.043750 0.000 -0.005 0.001 0.147
H 4.451843 -0.813413 -0.015897 -0.004 0.012 0.005 0.140
H 6.206929 -1.982454 0.931448 -0.002 -0.004 -0.005 0.119
H 5.433884 -1.468210 2.443539 -0.004 0.007 -0.004 0.117
H 5.926431 -4.090777 2.133513 -0.001 -0.001 0.000 0.113
H 4.271855 -3.630566 2.639700 0.001 -0.004 0.000 0.116
H 2.397186 -2.898937 0.459432 -0.002 -0.002 -0.008 0.108
H 3.291403 -2.592451 -1.047126 0.007 -0.001 -0.002 0.110
H -3.981879 0.121331 -3.002066 0.012 -0.001 -0.003 0.167
H -3.706020 0.685927 -0.018954 0.004 0.001 0.005 0.156
H -2.863868 2.609385 -1.343218 0.005 -0.003 0.006 0.114
H -4.314715 2.587768 -2.331597 0.002 -0.005 0.000 0.135
H -4.205195 3.123408 0.676027 -0.001 -0.001 -0.002 0.126
H -4.540171 4.315461 -0.591685 0.000 -0.001 -0.003 0.126
H -5.884063 1.486652 1.122472 0.001 0.002 -0.001 0.127
H -7.369918 1.555279 0.159707 0.001 0.000 -0.001 0.125
H -6.149781 0.798673 -1.843379 0.002 0.006 -0.001 0.133
H -5.886237 -0.350100 -0.529966 0.002 0.003 0.002 0.121
```
Positions in Å, forces in eV/Å.

Values from the calculation:
Strongest force on any atom: 0.1 eV/Å
LUMO level: 0.445 eV
Kohn-Sham gap: 0.377 hartree
M: 416.5 g mol⁻¹
Relative energy (zero: lowest compared OMol25 entry of this formula, charge and spin): 4.2 kJ/mol
HOMO: -0.36023 Ha

***

Record 2
A structure of composition C19H29FN4PSSiTcTe, computed with wB97M-V/def2-TZVPD.

Geometry as XYZ:
```
58
Properties=species:S:1:pos:R:3:forces:R:3:lowdin_charge:R:1
Tc -0.190828 1.189444 0.446342 0.207 0.302 -0.093 0.703
C -0.852597 2.531979 2.705601 -0.163 0.095 0.013 -0.188
Si 0.242085 1.080742 3.144831 0.092 -0.221 0.232 0.458
C 1.961772 1.439975 2.489739 -0.024 -0.027 -0.001 -0.160
C 0.150483 0.596170 4.918240 0.071 0.129 0.001 -0.142
N -0.348526 -0.107354 1.870084 0.069 -0.258 -0.072 -0.170
C -0.791857 -1.399430 1.967505 0.018 0.093 0.053 -0.252
C -0.775622 -2.117895 3.188190 0.012 0.006 -0.033 0.014
C -1.249903 -3.407598 3.260214 0.016 0.008 0.047 -0.021
C -1.768292 -4.035501 2.129081 -0.024 -0.030 -0.047 0.005
C -1.805548 -3.365317 0.906981 -0.001 -0.033 0.012 0.032
C -1.321072 -2.088977 0.855618 -0.017 0.047 0.000 -0.219
F -1.361178 -1.421200 -0.332317 0.008 -0.030 0.037 -0.093
H -0.528465 3.395538 3.298077 0.020 -0.050 0.000 0.082
H -1.904719 2.339296 2.924155 0.035 0.004 0.045 0.068
H -0.827169 2.958020 1.680714 0.011 -0.034 -0.051 -0.055
H 2.441370 2.236065 3.067041 -0.042 -0.014 -0.009 0.070
H 1.979297 1.807762 1.444035 0.007 0.000 0.013 -0.003
H 2.599818 0.554193 2.532138 -0.012 0.026 0.015 0.054
H 0.468083 1.471463 5.496438 -0.020 -0.017 -0.018 0.068
H 0.835445 -0.213595 5.173036 -0.018 0.002 -0.006 0.057
H -0.859643 0.344323 5.243980 0.011 -0.020 -0.036 0.064
H -0.382693 -1.644591 4.073574 0.001 -0.005 0.003 0.088
H -1.226022 -3.937390 4.203020 0.007 0.030 -0.011 0.133
H -2.150887 -5.045800 2.194937 0.012 0.029 -0.006 0.136
H -2.216012 -3.827768 0.018766 0.004 0.019 0.008 0.141
Te -2.303374 1.336253 -0.937599 -0.282 0.064 -0.146 1.180
C -1.909182 3.351797 -1.226859 0.182 0.042 -0.008 -1.006
C -1.716572 3.928987 -2.470325 0.008 -0.164 -0.048 -0.234
C -1.654992 5.329929 -2.418679 0.020 0.128 -0.047 -0.139
C -1.811299 5.815480 -1.147347 0.000 -0.025 0.043 -0.342
S -2.038130 4.579310 -0.009029 -0.045 -0.092 -0.040 0.989
H -1.664000 3.364858 -3.392966 -0.014 0.002 0.038 0.108
H -1.520673 5.963685 -3.283456 -0.014 -0.005 0.022 0.130
H -1.822336 6.848992 -0.830861 0.012 -0.036 -0.003 0.099
C 3.563743 0.389069 -3.329427 -0.038 -0.046 0.033 -0.078
N 2.166061 -0.126009 -3.751854 0.032 -0.007 0.033 -0.055
C 2.158518 -1.663714 -3.585456 0.019 0.018 0.039 -0.077
N 2.509301 -2.014461 -2.254694 -0.033 0.027 0.031 -0.132
C 3.834247 -1.498670 -1.907609 -0.037 0.034 -0.040 -0.118
N 3.866239 -0.038735 -2.010059 -0.025 0.020 0.031 -0.135
C 3.075474 0.619909 -0.975268 0.081 -0.055 -0.059 -0.274
P 1.289866 0.143671 -1.133712 -0.161 0.060 0.053 0.935
C 1.077195 0.514736 -2.940985 0.034 0.002 -0.009 -0.228
C 1.484400 -1.692283 -1.266713 0.089 -0.045 -0.016 -0.261
H 3.546673 1.473931 -3.417763 0.003 0.023 -0.002 0.154
H 4.267217 -0.032270 -4.045916 0.010 -0.003 -0.018 0.159
H 2.020614 0.099110 -4.739507 -0.011 -0.003 -0.004 0.194
H 2.891567 -2.046278 -4.294197 0.007 -0.001 -0.017 0.159
H 1.163054 -2.012682 -3.855197 -0.016 -0.001 -0.003 0.154
H 4.570083 -1.919382 -2.591962 0.010 -0.005 -0.010 0.154
H 4.094043 -1.802063 -0.895814 -0.001 -0.001 0.015 0.149
H 3.188229 1.703406 -1.049472 -0.023 0.017 -0.001 0.112
H 3.447460 0.319131 0.004783 -0.010 0.000 0.023 0.101
H 1.101376 1.591148 -3.117940 -0.004 0.014 0.021 0.112
H 0.116407 0.130502 -3.285670 -0.025 -0.010 0.000 0.102
H 0.535674 -2.146109 -1.547273 -0.034 -0.008 -0.017 0.099
H 1.772497 -2.097604 -0.294792 -0.011 0.004 0.010 0.117
```
Positions in Å, forces in eV/Å.

Values from the calculation:
Multiplicity: 4
Strongest force on any atom: 0.4 eV/Å
LUMO level (alpha / beta): -10.038 / -10.884 eV
Kohn-Sham gap (alpha / beta): 0.240 / 0.220 hartree
M: 649.2 g mol⁻¹
HOMO (alpha / beta): -0.60895 / -0.62010 Ha
Net charge: +3

***

Record 3
A structure of composition C19H29InN2O8S at a distorted geometry, computed with wB97M-V/def2-TZVPD.

Geometry as XYZ:
```
60
Properties=species:S:1:pos:R:3:forces:R:3:lowdin_charge:R:1
In 0.401333 -1.109948 -0.064697 0.143 -0.767 0.320 1.177
C -0.355567 -3.127648 2.488203 0.132 0.396 0.376 -0.119
C 0.695333 -2.319748 3.240803 -0.209 -0.533 0.068 -0.129
O 1.082533 -1.219248 2.426303 -0.321 0.288 -0.536 -0.218
C 1.760433 -0.152948 3.065903 0.358 0.340 -0.153 -0.137
C 1.706833 1.033552 2.094403 -0.375 -0.013 0.892 -0.122
O 1.909933 0.664552 0.742603 -0.806 -0.796 -0.311 -0.193
C 3.239133 0.555852 0.269303 0.758 -0.310 -0.557 -0.120
C 3.870133 -0.821148 0.459903 0.094 0.573 0.193 -0.124
O 3.066533 -1.763548 -0.247397 -0.534 0.109 -0.199 -0.144
C 3.421833 -3.099848 -0.098997 0.621 -0.018 -0.168 -0.113
C 1.192033 -4.202048 -0.713097 -0.847 -0.205 -0.245 0.020
O 0.154833 -3.934348 1.439903 0.056 -0.800 -0.043 -0.035
H -1.106467 -2.434448 2.080403 -0.032 -0.154 0.108 0.135
H -0.836567 -3.839248 3.163503 -0.005 0.234 -0.072 0.156
H 1.576233 -2.933348 3.474403 -0.130 0.064 0.032 0.151
H 0.253533 -1.968948 4.180103 0.058 0.046 -0.094 0.149
H 2.794933 -0.436948 3.295503 -0.134 -0.065 0.032 0.136
H 1.261033 0.126852 4.000303 0.057 -0.020 -0.083 0.150
H 2.426633 1.801952 2.392303 -0.121 -0.032 -0.072 0.154
H 0.692233 1.448152 2.126403 0.263 0.063 0.006 0.131
H 3.876133 1.317552 0.731303 -0.132 -0.057 -0.056 0.157
H 3.168233 0.742352 -0.805497 0.091 0.146 0.084 0.151
H 3.931433 -1.092648 1.519203 0.022 -0.087 -0.105 0.131
H 4.875933 -0.799148 0.024703 -0.083 0.031 0.136 0.156
H 4.185533 -3.225548 0.681203 -0.266 -0.012 -0.124 0.161
H 3.807433 -3.498248 -1.051097 -0.145 0.105 0.298 0.169
H 0.857433 -5.233848 -0.746197 0.157 0.012 0.064 0.157
H 1.320633 -3.718048 -1.676397 0.088 -0.090 0.071 0.143
C -3.690567 5.423352 0.719003 -0.057 0.105 0.070 -0.027
C -2.912267 4.375452 -0.002197 0.138 -0.125 -0.098 -0.241
C -2.992467 4.277352 -1.390197 0.119 -0.128 -0.019 0.000
C -2.259467 3.333952 -2.080797 -0.068 0.067 -0.153 -0.042
C -1.440467 2.460152 -1.382497 0.261 -0.546 -0.216 -0.275
C -1.331567 2.543552 -0.008897 0.237 -0.232 0.130 -0.051
C -2.066167 3.499952 0.674903 0.095 -0.084 -0.082 -0.006
S -0.410467 1.437652 -2.422597 -0.194 -0.131 -0.672 0.758
O 0.454333 2.289052 -3.163197 0.197 0.213 -0.178 -0.228
O 0.346133 0.386452 -1.676097 -0.239 0.413 0.330 -0.338
N -1.430267 0.797452 -3.556797 0.660 0.455 0.526 -0.110
C -2.298767 -0.373448 -3.569797 -0.487 -0.614 0.194 -0.176
C -2.928167 -0.696748 -2.215297 0.290 0.028 0.074 -0.048
C -1.819667 -1.106048 -1.269797 -2.199 -0.144 -1.212 -0.685
O -1.000267 -1.954648 -1.644397 1.268 -0.766 -0.014 0.008
O -1.733167 -0.513248 -0.169497 1.073 0.402 1.711 -0.002
H -4.686367 5.529152 0.294303 -0.063 -0.012 0.020 0.092
H -3.197467 6.390752 0.618803 0.037 0.041 0.024 0.101
H -3.778067 5.194552 1.776803 -0.038 0.025 0.083 0.085
H -3.623767 4.958452 -1.937797 -0.109 0.083 -0.075 0.130
H -2.295667 3.279452 -3.156297 -0.129 0.058 -0.144 0.121
H -0.672067 1.861752 0.514203 -0.076 0.084 0.046 0.081
H -1.970967 3.578652 1.748203 -0.035 -0.035 0.088 0.121
H -1.058767 1.003252 -4.474197 0.243 0.242 0.019 0.130
H -1.750067 -1.257348 -3.925697 -0.147 0.254 0.094 0.131
H -3.107967 -0.161848 -4.277097 0.204 0.031 0.082 0.139
H -3.609067 -1.542648 -2.339797 0.027 0.107 -0.005 0.148
H -3.463867 0.150352 -1.787397 -0.066 -0.062 -0.098 0.134
N 2.230933 -3.893848 0.279003 1.164 -0.374 0.296 0.047
C 0.824233 -3.356548 0.427803 -0.747 2.038 -0.581 -0.334
H 2.442533 -4.674248 0.904003 -0.117 0.154 -0.101 0.206
```
Positions in Å, forces in eV/Å.

Values from the calculation:
Strongest force on any atom: 2.5 eV/Å
LUMO level: -6.388 eV
Kohn-Sham gap: 0.288 hartree
M: 560.3 g mol⁻¹
HOMO: -0.52300 Ha
Net charge: +2

***

Which of these has the highest strongest force on any atom? C19H29InN2O8S

***

The highest strongest force on any atom belongs to which entry? C19H29InN2O8S

***

Which of these has the highest strongest force on any atom? C19H29InN2O8S

***

Look up the strongest force on any atom of the second one. 0.4 eV/Å